Entry 1:
C21H59NO19S6 | ωB97M-V/def2-TZVPD

Each atom is followed by the atoms it is bonded to, with distances in Å.
Element x y z (Å)
1 N 2.1783 -4.0009 2.1236  H2 1.018, H3 1.098, H4 1.041, H5 1.020
2 H 3.1329 -3.6654 2.0105  N1 1.018
3 H 1.4778 -3.3008 1.6487  N1 1.098
4 H 1.7857 -3.9030 3.0828  N1 1.041
5 H 2.0160 -4.9524 1.7939  N1 1.020
6 C -1.2346 -0.7817 0.1556  C7 1.565, H10 1.098, H11 1.095, H12 1.098
7 C 0.0259 -1.5073 0.7348  C6 1.565, C8 1.532, O9 1.346, H13 1.144
8 C 1.1379 -0.5316 0.3380  C7 1.532, H14 1.097, H15 1.112, H16 1.105
9 O 0.0171 -2.0502 1.9666  C7 1.346
10 H -1.2503 -0.8937 -0.9364  C6 1.098
11 H -1.3365 0.2439 0.5259  C6 1.095
12 H -2.2293 -1.1460 0.4429  C6 1.098
13 H 0.1517 -2.4415 0.0868  C7 1.144
14 H 1.1800 -0.3638 -0.7455  C8 1.097
15 H 2.1712 -0.8511 0.5948  C8 1.112
16 H 1.0863 0.3558 0.9945  C8 1.105
17 O 2.4879 2.7219 -4.0480  S18 1.424
18 S 1.1071 2.4004 -4.1804  O17 1.424, O19 1.392, O20 1.585, C23 1.773
19 O 0.2319 3.2441 -4.8578  S18 1.392
20 O 1.0526 1.0076 -4.9355  S18 1.585, C21 1.399
21 C 1.7759 -0.0540 -4.3801  O20 1.399, C22 1.487, H24 1.102, H25 1.094
22 C 0.8910 -1.2070 -4.0654  C21 1.487, H26 1.090, H27 1.083, H28 1.092
23 C 0.4115 1.9767 -2.6057  S18 1.773, H29 1.088, H30 1.081, H31 1.079
24 H 2.2940 0.3127 -3.4797  C21 1.102
25 H 2.6536 -0.3036 -4.9828  C21 1.094
26 H 0.0131 -0.8586 -3.5213  C22 1.090
27 H 1.3836 -1.9717 -3.4780  C22 1.083
28 H 0.5196 -1.5969 -5.0156  C22 1.092
29 H 1.1598 1.7851 -1.8400  C23 1.088
30 H -0.1933 1.0952 -2.7638  C23 1.081
31 H -0.1824 2.8202 -2.2896  C23 1.079
32 O 1.3690 5.5599 -0.8362  S33 1.420
33 S 2.6600 5.4443 -0.2570  O32 1.420, O34 1.416, O35 1.605, C38 1.779
34 O 3.0559 6.2788 0.8168  S33 1.416
35 O 2.7749 3.9251 0.2493  S33 1.605, C36 1.485
36 C 3.7649 3.5829 1.3019  O35 1.485, C37 1.535, H39 1.083, H40 1.117
37 C 3.4744 2.1755 1.8425  C36 1.535, H41 1.083, H42 1.087, H43 1.086
38 C 3.9249 5.5002 -1.5072  S33 1.779, H44 1.085, H45 1.089, H46 1.076
39 H 3.8665 4.3219 2.0874  C36 1.083
40 H 4.7332 3.4906 0.7525  C36 1.117
41 H 3.8149 2.1224 2.8687  C37 1.083
42 H 3.9731 1.4089 1.2543  C37 1.087
43 H 2.4039 2.0099 1.7663  C37 1.086
44 H 4.8643 5.1992 -1.0560  C38 1.085
45 H 3.9550 6.5778 -1.6631  C38 1.089
46 H 3.6279 4.8543 -2.3149  C38 1.076
47 O 3.3967 -2.7714 -0.0359  S48 1.416
48 S 3.7044 -2.9177 -1.4107  O47 1.416, O49 1.415, O50 1.582, C53 1.793
49 O 2.7618 -3.4732 -2.3082  S48 1.415
50 O 4.0931 -1.4912 -1.9742  S48 1.582, C51 1.492
51 C 4.9053 -0.6038 -1.0908  O50 1.492, C52 1.525, H54 1.099, H55 1.093
52 C 4.4650 0.8336 -1.3470  C51 1.525, H56 1.089, H57 1.099, H58 1.081
53 C 5.2264 -3.8570 -1.5435  S48 1.793, H59 1.084, H60 1.082, H61 1.080
54 H 5.9685 -0.7807 -1.3054  C51 1.099
55 H 4.7102 -0.7994 -0.0330  C51 1.093
56 H 5.0180 1.5413 -0.7306  C52 1.089
57 H 3.4474 0.8963 -0.9363  C52 1.099
58 H 4.4265 1.0587 -2.4040  C52 1.081
59 H 4.9289 -4.7726 -2.0420  C53 1.084
60 H 5.5330 -4.0812 -0.5308  C53 1.082
61 H 5.9477 -3.2948 -2.1183  C53 1.080
62 O -4.1366 -1.1324 2.7737  S63 1.397
63 S -4.6129 0.1332 2.4225  O62 1.397, O64 1.421, O65 1.578, C68 1.774
64 O -4.1645 1.2718 3.1439  S63 1.421
65 O -4.3677 0.2900 0.8712  S63 1.578, C66 1.468
66 C -4.5005 1.6411 0.3137  O65 1.468, C67 1.536, H69 1.089, H70 1.093
67 C -4.9198 1.4593 -1.1522  C66 1.536, H71 1.087, H72 1.092, H73 1.096
68 C -6.3782 -0.0319 2.4794  S63 1.774, H74 1.089, H75 1.083, H76 1.081
69 H -3.5261 2.1225 0.3801  C66 1.089
70 H -5.2725 2.1995 0.8498  C66 1.093
71 H -4.9522 2.3893 -1.7144  C67 1.087
72 H -5.8726 0.9270 -1.1938  C67 1.092
73 H -4.1938 0.8054 -1.6483  C67 1.096
74 H -6.8624 0.7318 1.8731  C68 1.089
75 H -6.6793 0.0866 3.5131  C68 1.083
76 H -6.5714 -1.0176 2.0789  C68 1.081
77 O -1.3407 0.3141 3.6184  S78 1.402
78 S -0.6501 1.5050 3.3558  O77 1.402, O79 1.438, O80 1.575, C83 1.787
79 O 0.7820 1.4853 3.4831  S78 1.438
80 O -1.0980 2.1030 1.9691  S78 1.575, C81 1.442
81 C -0.3008 3.1243 1.3358  O80 1.442, C82 1.509, H84 1.095, H85 1.102
82 C -1.0520 3.5898 0.1132  C81 1.509, H86 1.088, H87 1.093, H88 1.090
83 C -1.3333 2.7180 4.4765  S78 1.787, H89 1.091, H90 1.075, H91 1.088
84 H 0.6629 2.7230 1.0055  C81 1.095
85 H -0.1134 3.9919 1.9891  C81 1.102
86 H -1.2834 2.7098 -0.4833  C82 1.088
87 H -0.3932 4.2554 -0.4501  C82 1.093
88 H -1.9298 4.1929 0.3438  C82 1.090
89 H -0.8413 3.6577 4.2221  C83 1.091
90 H -1.1314 2.4696 5.5031  C83 1.075
91 H -2.3751 2.7155 4.1635  C83 1.088
92 O -3.3962 -3.2977 -0.3399  S93 1.411
93 S -2.8228 -4.3472 0.4089  O92 1.411, O94 1.410, O95 1.596, C98 1.750
94 O -2.5144 -4.0864 1.7595  S93 1.410
95 O -3.8293 -5.5836 0.3262  S93 1.596, C96 1.392
96 C -4.9115 -5.4218 1.1864  O95 1.392, C97 1.506, H99 1.092, H100 1.089
97 C -6.0394 -4.6778 0.5208  C96 1.506, H101 1.097, H102 1.091, H103 1.090
98 C -1.4503 -5.0660 -0.4053  S93 1.750, H104 1.080, H105 1.093, H106 1.086
99 H -4.6479 -4.9140 2.1162  C96 1.092
100 H -5.2122 -6.4140 1.5182  C96 1.089
101 H -6.2020 -5.0176 -0.5094  C97 1.097
102 H -5.7909 -3.6222 0.4034  C97 1.091
103 H -6.9891 -4.8042 1.0416  C97 1.090
104 H -1.5667 -5.2084 -1.4695  C98 1.080
105 H -1.3457 -6.0330 0.0934  C98 1.093
106 H -0.5853 -4.4580 -0.1551  C98 1.086

Orbital gap (Eh): 0.2067
Spin multiplicity: 1
E_LUMO (eV): -0.48
Energy (eV): -128131.42250

---

Entry 2:
C21H60O9 | ωB97M-V/def2-TZVPD

Each atom is followed by the atoms it is bonded to, with distances in Å.
Element x y z (Å)
1 O -0.4772 -3.6636 2.5990  H2 0.963, H3 0.965
2 H -0.7670 -4.5575 2.3905  O1 0.963
3 H -1.0523 -3.3740 3.3173  O1 0.965
4 O 3.6087 -0.0216 -2.0368  H5 0.970, H6 0.962
5 H 3.5646 -0.4717 -1.1793  O4 0.970
6 H 3.7775 -0.7216 -2.6753  O4 0.962
7 C 0.5123 0.0280 4.5744  C8 1.519, H11 1.095, H12 1.093, H13 1.094
8 C -0.7579 0.4700 5.2809  C7 1.519, C9 1.514, O10 1.430, H14 1.091
9 C -0.6637 1.9039 5.7581  C8 1.514, H15 1.093, H16 1.096, H17 1.091
10 O -1.8686 0.3114 4.3944  C8 1.430, H18 0.968
11 H 1.3942 0.2056 5.1982  C7 1.095
12 H 0.6835 0.5339 3.6204  C7 1.093
13 H 0.5173 -1.0367 4.3249  C7 1.094
14 H -0.9008 -0.1948 6.1342  C8 1.091
15 H -1.5559 2.1488 6.3405  C9 1.093
16 H -0.6472 2.6429 4.9493  C9 1.096
17 H 0.2261 2.1143 6.3527  C9 1.091
18 H -1.8642 1.0713 3.7946  O10 0.968
19 C -5.5912 -5.3632 -2.1882  C20 1.507, H23 1.094, H24 1.091, H25 1.090
20 C -4.5900 -4.8658 -1.1772  C19 1.507, C21 1.523, O22 1.436, H26 1.099
21 C -3.5128 -5.8975 -0.8715  C20 1.523, H27 1.094, H28 1.090, H29 1.092
22 O -4.0011 -3.6339 -1.6222  C20 1.436, H30 0.961
23 H -5.0790 -5.6351 -3.1161  C19 1.094
24 H -6.3422 -4.6177 -2.4534  C19 1.091
25 H -6.1392 -6.2419 -1.8465  C19 1.090
26 H -5.1293 -4.6257 -0.2497  C20 1.099
27 H -3.1092 -6.2901 -1.8091  C21 1.094
28 H -3.8681 -6.7256 -0.2589  C21 1.090
29 H -2.6626 -5.4232 -0.3761  C21 1.092
30 H -3.7546 -3.1630 -0.8220  O22 0.961
31 C 3.0931 3.0655 -1.1586  C32 1.527, H35 1.092, H36 1.088, H37 1.098
32 C 1.9068 3.6037 -1.9558  C31 1.527, C33 1.524, O34 1.433, H38 1.091
33 C 1.5033 4.9857 -1.4570  C32 1.524, H39 1.098, H40 1.093, H41 1.090
34 O 2.2040 3.6531 -3.3571  C32 1.433, H42 0.966
35 H 3.2933 2.0766 -1.5760  C31 1.092
36 H 2.9689 3.0670 -0.0777  C31 1.088
37 H 3.9906 3.6677 -1.3533  C31 1.098
38 H 1.0823 2.8978 -1.8435  C32 1.091
39 H 0.9730 4.9357 -0.4970  C33 1.098
40 H 0.7311 5.4251 -2.0930  C33 1.093
41 H 2.3760 5.6267 -1.3333  C33 1.090
42 H 3.0706 4.0761 -3.4081  O34 0.966
43 C 0.4502 0.3039 -0.5871  C44 1.520, H47 1.084, H48 1.091, H49 1.093
44 C -0.0620 -0.4191 0.6479  C43 1.520, C45 1.520, O46 1.417, H50 1.101
45 C -1.5806 -0.4541 0.7088  C44 1.520, H51 1.095, H52 1.088, H53 1.095
46 O 0.5056 -1.7052 0.8262  C44 1.417, H54 0.971
47 H 0.1177 1.3346 -0.5520  C43 1.084
48 H 0.2159 -0.3310 -1.4432  C43 1.091
49 H 1.5419 0.3039 -0.5387  C43 1.093
50 H 0.2176 0.1983 1.5161  C44 1.101
51 H -2.0148 -1.1294 -0.0366  C45 1.095
52 H -1.9672 0.5542 0.5785  C45 1.088
53 H -1.9517 -0.8211 1.6714  C45 1.095
54 H 0.0294 -2.1745 1.5302  O46 0.971
55 C -3.7692 3.1439 1.3455  C56 1.522, H59 1.094, H60 1.091, H61 1.091
56 C -2.3256 3.5890 1.5263  C55 1.522, C57 1.503, O58 1.444, H62 1.095
57 C -2.2038 4.8715 2.3005  C56 1.503, H63 1.090, H64 1.097, H65 1.093
58 O -1.6639 2.5001 2.2055  C56 1.444, H66 0.965
59 H -4.3923 3.3140 2.2281  C55 1.094
60 H -3.8055 2.0685 1.1638  C55 1.091
61 H -4.2704 3.6454 0.5168  C55 1.091
62 H -1.9159 3.6401 0.5116  C56 1.095
63 H -2.7284 5.6813 1.7937  C57 1.090
64 H -1.1502 5.1305 2.4605  C57 1.097
65 H -2.6079 4.8088 3.3141  C57 1.093
66 H -0.8162 2.8533 2.5031  O58 0.965
67 C 0.1685 0.8267 -6.9009  C68 1.504, H71 1.094, H72 1.087, H73 1.093
68 C 0.9355 1.1043 -5.6372  C67 1.504, C69 1.528, O70 1.431, H74 1.101
69 C 0.7963 0.1110 -4.4850  C68 1.528, H75 1.089, H76 1.097, H77 1.091
70 O 2.3101 1.2668 -6.0011  C68 1.431, H78 0.964
71 H 0.4411 1.6122 -7.6125  C67 1.094
72 H -0.9165 0.8550 -6.8339  C67 1.087
73 H 0.5082 -0.1013 -7.3670  C67 1.093
74 H 0.5607 2.0380 -5.1891  C68 1.101
75 H 1.6439 0.2043 -3.8073  C69 1.089
76 H 0.7797 -0.9306 -4.8290  C69 1.097
77 H -0.1500 0.2623 -3.9629  C69 1.091
78 H 2.7560 1.5870 -5.2092  O70 0.964
79 C 5.2912 -2.0661 1.7034  C80 1.515, H83 1.092, H84 1.094, H85 1.095
80 C 4.0993 -2.4490 0.8497  C79 1.515, C81 1.530, O82 1.402, H86 1.099
81 C 3.3805 -3.6801 1.4060  C80 1.530, H87 1.099, H88 1.088, H89 1.088
82 O 3.2195 -1.3719 0.6763  C80 1.402, H90 0.981
83 H 5.9364 -2.9363 1.8385  C79 1.092
84 H 5.0525 -1.6526 2.6878  C79 1.094
85 H 5.9235 -1.2911 1.2570  C79 1.095
86 H 4.5547 -2.7324 -0.1100  C80 1.099
87 H 2.4606 -3.7567 0.8103  C81 1.099
88 H 3.0539 -3.5560 2.4362  C81 1.088
89 H 3.9229 -4.5974 1.1879  C81 1.088
90 H 2.2761 -1.6395 0.6642  O82 0.981

Orbital gap (Eh): 0.3549
Spin multiplicity: 1
Energy above the lowest of the compared OMol25 structures with the same formula, charge and spin (kJ/mol): 20.6
E_LUMO (eV): 0.16
Energy (eV): -41177.34783